Here is a 2-piece molecular cluster, C2H6N2O2S overall from OMol25. Energies are from the ωB97M-V functional and the def2-TZVPD basis.

```
13
Properties=species:S:1:pos:R:3:forces:R:3
N -0.585315 -1.848830 0.897546 0.0 -0.3 -0.5
C -1.027029 -1.234838 0.027414 0.7 -0.5 0.9
C -1.575093 -0.123787 -0.760480 0.5 -1.3 0.0
N -1.408479 1.043267 0.039079 1.5 2.6 -4.5
H -2.601229 -0.409963 -0.906659 -0.7 0.3 -0.4
H -1.037752 -0.140982 -1.721089 -0.4 0.5 0.3
H -1.527126 0.866894 0.962977 0.0 -0.4 3.2
H -0.513263 1.544703 -0.214950 -1.5 -1.0 1.0
O 2.475374 -1.051155 -0.180658 -0.7 -1.7 1.0
S 2.249780 0.495974 -0.513647 -0.2 0.5 -0.9
O 1.648072 1.166121 0.834589 -3.8 -0.5 -2.9
H 1.651151 -1.577876 0.056883 0.9 1.1 -0.6
H 2.250911 1.270468 1.478993 3.7 0.6 3.5
```
Positions in Å, forces in eV/Å.

Output
E_tot (eV): -20079.713
HOMO level (eV): -8.79
E_LUMO (eV): 0.69
Relative energy (zero: lowest compared OMol25 entry of this formula, charge and spin) (kcal per mole): 54.7